[1]
23
Properties=species:S:1:pos:R:3:forces:R:3 method="wB97M-V/def2-TZVPD" total_energy_ev=-14045.4309 lumo_energy_ev=0.651 homo_lumo_gap_ev=9.6 de_lowest_kj_mol=0.00 smiles="C=CN.O.O.O.O.O" homo_energy_ev=-8.94
C -1.389954 1.174325 -2.215531 0.867 -0.087 1.400
C -0.625947 0.994124 -1.114713 0.003 -0.504 -0.673
N 0.529194 1.752909 -0.804263 1.070 -0.744 0.702
H -1.230915 1.932381 -2.954174 0.405 0.363 -0.223
H -2.243699 0.569472 -2.376364 -0.734 -0.495 0.087
H -0.877204 0.187968 -0.376094 0.319 0.922 -0.748
H 0.817064 2.395667 -1.529772 -0.228 -0.013 -0.061
H 1.388680 1.211670 -0.483784 -1.750 0.546 -0.481
H -2.288724 -2.320093 0.418028 -1.142 -0.354 -0.107
H -0.868435 -2.171664 -0.193137 -0.528 0.191 1.056
O -1.422595 -2.036757 0.647148 1.721 0.122 -1.021
H 1.142432 -1.629968 -0.889700 -1.477 -0.656 -1.206
H 0.131521 -1.453599 -2.089959 -0.383 1.317 -1.245
O 0.377976 -2.068454 -1.435327 1.855 -0.635 2.421
H -0.332015 -1.141099 1.785381 0.891 0.882 0.605
H 0.092175 0.341350 2.181317 -0.087 -0.011 0.029
O 0.413061 -0.580360 2.163999 -0.745 -0.942 -0.617
H -1.301286 2.246389 1.965054 -0.920 0.178 0.045
H -0.091031 2.241596 0.994088 -0.263 -0.160 1.133
O -0.367584 2.099100 1.951557 1.204 0.062 -1.204
H 1.621317 -0.701048 0.982732 0.046 0.176 -0.093
H 3.018511 -1.085233 0.360684 -0.364 0.252 -0.099
O 2.175724 -0.651635 0.149749 0.241 -0.408 0.299

---

[2]
80
Properties=species:S:1:pos:R:3:forces:R:3 method="wB97M-V/def2-TZVPD" s2=6.02 total_energy_ev=-86553.9838 lumo_energy_ev="0.020 / -1.088" homo_lumo_gap_ev="6.2 / 6.1" de_lowest_kj_mol=112.99 homo_energy_ev="-6.14 / -7.22" multiplicity=5
C 1.804513 -1.081451 -3.945127 -0.300 -1.002 0.477
C 1.221658 0.218257 -3.521366 -0.746 0.951 -0.479
H 1.476764 -1.442475 -4.928197 0.171 0.262 0.245
H 1.456858 -1.815308 -3.196344 0.477 0.429 -0.765
H 2.906040 -1.081417 -3.919970 -0.292 0.116 0.031
C 0.670998 1.078198 -4.404040 0.574 -0.121 0.535
C 0.537577 0.812928 -5.876669 -0.117 0.001 -0.292
H 0.396604 2.087046 -4.080711 -0.152 -0.413 -0.036
H 0.464151 -0.263201 -6.091550 0.091 0.435 -0.034
H 1.388142 1.231932 -6.444035 -0.278 -0.197 0.147
H -0.374534 1.285272 -6.272079 0.247 -0.072 0.087
Ir 0.157455 -0.254488 0.861370 1.314 -0.981 -3.135
Cl 2.420009 -0.121287 1.060936 2.058 0.468 0.362
Cl 0.161808 -2.527111 1.171754 -0.259 -0.407 0.884
C 0.680666 2.662840 1.466391 -1.724 -0.668 -0.730
O -0.179758 1.774712 1.155194 1.142 3.578 1.060
N 0.287136 3.889962 1.771483 0.066 0.319 0.012
C -1.133217 4.241158 1.833002 0.156 0.012 -0.181
C 1.245273 4.981263 1.941180 0.128 -0.214 0.062
H 1.759637 2.469050 1.469091 -0.202 -0.137 -0.049
H -1.737143 3.346621 2.010061 0.237 0.184 -0.015
H -1.447948 4.706329 0.884307 0.099 -0.108 0.354
H -1.256186 4.949005 2.658363 -0.110 -0.082 -0.175
H 2.252992 4.577096 1.810724 -0.138 0.140 0.037
H 1.154274 5.411944 2.944231 0.001 -0.066 -0.140
H 1.093096 5.774854 1.195994 -0.086 -0.330 0.113
H -1.477694 -1.214395 -2.655652 -0.166 0.029 0.354
H -2.623286 1.366891 -3.355832 -0.102 -0.123 0.273
C -2.411964 -1.190548 -2.075913 0.266 -0.056 -0.189
C -3.316679 1.070440 -2.552397 0.174 0.091 -0.014
N -2.672001 0.172297 -1.599115 -0.346 0.112 0.248
H -2.335301 -1.892998 -1.238076 0.042 0.336 -0.220
C -2.398749 0.571749 -0.359066 0.004 -1.547 0.466
O -1.887690 -0.207867 0.514626 -2.673 1.372 -1.274
H -3.655912 1.963895 -2.019586 0.005 -0.096 -0.200
H -2.694797 1.603368 -0.092569 0.265 -0.373 -0.186
H -3.236053 -1.472397 -2.739594 0.027 -0.006 0.235
H -4.170926 0.566073 -3.021002 0.132 0.136 0.238
O 0.366336 -0.379698 -1.320238 -0.975 0.801 0.512
C 1.247089 0.457080 -1.993742 0.715 -0.173 0.058
C -0.166250 2.529721 -1.755627 -0.323 0.315 0.033
C 1.089281 1.944216 -1.691684 0.259 -0.683 -0.254
H -1.037681 1.882380 -1.879837 0.489 0.340 0.061
C -0.303116 3.917682 -1.727059 -0.024 0.015 -0.096
H 2.241136 0.106974 -1.657771 0.224 0.547 -0.094
C 2.220700 2.735570 -1.524527 -0.018 0.284 -0.107
H -1.300941 4.375555 -1.778979 0.458 -0.177 -0.079
C 0.840197 4.720761 -1.704830 0.152 0.115 0.041
C 2.105606 4.126233 -1.574893 -0.125 0.267 -0.009
H 3.188303 2.241575 -1.413844 -0.204 0.219 -0.113
H 0.747833 5.808888 -1.831712 0.075 -0.513 0.232
H 3.000739 4.761412 -1.558747 -0.379 -0.307 0.067
Si 0.590208 -4.327357 -0.007801 0.776 -3.918 -1.188
Cl 1.168408 -3.253939 -1.711830 -0.100 -0.237 0.420
C -1.302207 -4.619168 0.175251 -0.232 0.020 -0.074
C 1.985159 -4.697373 1.266018 -0.190 0.626 0.688
C 0.951474 -6.075776 -0.877923 -0.338 0.416 -0.129
H -1.902831 -3.715283 -0.023036 0.292 -0.245 0.130
H -1.518039 -4.917883 1.216626 0.022 0.001 -0.333
H -1.652064 -5.400076 -0.512694 0.142 0.052 0.285
H 0.159345 -6.307426 -1.600354 0.114 -0.096 -0.019
H 1.004350 -6.893379 -0.148737 -0.139 0.041 -0.035
H 1.896666 -6.070267 -1.429710 0.014 0.036 0.093
H 1.949543 -4.018138 2.134227 0.208 -0.322 -0.221
H 2.970815 -4.557604 0.793138 -0.349 -0.156 -0.027
H 1.908266 -5.728744 1.640493 0.058 0.245 -0.257
C -0.728189 -1.739876 7.098679 0.065 -0.188 -0.005
C -0.504797 -1.393848 5.639511 -0.004 0.134 0.081
C 0.457598 -0.476168 5.230196 0.307 0.460 -0.246
C 0.574494 -0.104409 3.889309 -0.398 -0.532 0.213
N -0.302430 -0.516549 2.964392 -1.068 0.206 2.523
C -1.291915 -1.355843 3.365447 0.864 -0.131 -0.119
C -1.315373 -1.916938 4.633392 -0.465 0.271 -0.204
H 0.214044 -1.917259 7.636541 -0.233 0.066 -0.226
H -1.252205 -0.919119 7.620295 0.213 -0.250 -0.318
H -1.356387 -2.637307 7.192836 0.220 0.261 -0.037
H 1.139780 -0.014338 5.935176 -0.023 -0.162 0.074
H 1.405873 0.492131 3.510501 -0.230 -0.049 0.252
H -2.012963 -1.655721 2.604840 0.275 0.110 0.166
H -2.001665 -2.738913 4.818908 -0.108 0.314 0.158

---

[3]
11
Properties=species:S:1:pos:R:3:forces:R:3 method="wB97M-V/def2-TZVPD" total_energy_ev=-3239.5826 lumo_energy_ev=1.242 homo_lumo_gap_ev=11.3 de_lowest_kj_mol=112.91 smiles="C=C.C" homo_energy_ev=-10.02
C -1.731355 0.177337 0.788409 0.064 0.176 -0.003
C -0.757035 1.028179 0.490622 -0.204 -0.046 0.087
C 1.480523 -0.707870 -0.760181 0.086 -0.057 -0.032
H -2.511701 -0.067499 0.072763 0.076 0.074 0.108
H -1.764549 -0.335755 1.745899 -0.025 0.112 -0.104
H 0.502996 -0.564988 -0.310266 0.252 -0.142 -0.132
H 0.060665 1.229940 1.179064 -0.223 0.033 -0.026
H -0.679931 1.497502 -0.487901 -0.128 -0.005 0.186
H 1.904105 -1.639113 -0.381099 0.076 0.072 -0.144
H 2.129417 0.131382 -0.491860 -0.083 -0.153 -0.046
H 1.366864 -0.749113 -1.845455 0.108 -0.064 0.105